1.
{"formula": "C27H21AlCl5N5O7S", "method": "ωB97M-V/def2-TZVPD", "symbols": ["Al", "Cl", "C", "C", "C", "Cl", "C", "Cl", "C", "Cl", "C", "Cl", "O", "C", "C", "C", "C", "C", "C", "C", "O", "N", "O", "O", "H", "H", "H", "H", "N", "C", "S", "C", "C", "C", "N", "C", "C", "H", "H", "H", "H", "H", "H", "C", "C", "C", "C", "C", "C", "O", "N", "C", "O", "N", "C", "O", "H", "H", "H", "H", "H", "H", "H", "H", "H", "H", "H"], "positions_angstrom": [[0.3898, 0.7860, -0.0245], [3.0189, -0.6000, -1.9904], [3.3462, 0.8918, -1.1247], [2.3572, 1.4629, -0.3280], [2.7693, 2.6331, 0.3280], [1.6778, 3.4768, 1.4214], [4.0398, 3.2058, 0.1976], [4.4801, 4.6533, 1.0235], [4.9815, 2.5912, -0.6214], [6.5527, 3.2679, -0.8004], [4.6345, 1.4204, -1.2842], [5.8145, 0.6557, -2.2847], [0.6848, 0.7674, 1.8843], [-0.0008, 0.1926, 2.7436], [-1.3613, -0.2106, 2.5807], [-2.0094, -0.8153, 3.6636], [-3.3193, -1.1710, 3.5378], [-4.0270, -0.9406, 2.3478], [-3.4067, -0.3562, 1.2787], [-2.0405, 0.0165, 1.3514], [-1.4564, 0.5285, 0.3265], [-4.0044, -1.8076, 4.6708], [-3.3626, -2.0121, 5.6808], [-5.1509, -2.1702, 4.4979], [0.4736, -0.0032, 3.7091], [-1.4843, -1.0023, 4.5925], [-5.0648, -1.2401, 2.2961], [-3.9305, -0.1834, 0.3479], [-1.8538, 6.1929, -3.9458], [-2.0110, 6.0811, -2.6192], [-2.8043, 7.2104, -1.7288], [-1.4069, 4.8366, -2.0072], [-0.5245, 4.0141, -2.6923], [-0.0032, 2.8961, -2.0666], [-0.3178, 2.5707, -0.8131], [-1.1674, 3.3642, -0.1442], [-1.7215, 4.4930, -0.7001], [-2.2423, 7.0042, -4.3969], [-1.4355, 5.4814, -4.5143], [-0.1902, 4.2195, -3.6985], [0.6983, 2.2436, -2.5706], [-1.4019, 3.0752, 0.8707], [-2.3957, 5.1153, -0.1295], [3.2302, -3.9412, -0.2415], [1.9101, -4.5802, 0.1721], [0.6781, -3.7258, -0.1452], [-0.5857, -4.4592, 0.3633], [-1.9080, -3.7635, 0.0554], [0.5523, -3.5873, -1.6554], [0.6676, -4.5168, -2.4130], [0.2157, -2.3276, -2.1477], [0.3122, -1.2072, -1.3853], [0.1061, -0.0557, -1.8576], [0.6165, -1.2236, -0.0879], [0.7565, -2.3956, 0.6129], [0.9138, -2.4039, 1.8164], [4.0695, -4.5622, 0.0731], [3.3638, -2.9561, 0.2125], [3.2955, -3.8251, -1.3269], [1.8947, -4.7669, 1.2460], [1.7767, -5.5347, -0.3376], [-0.4586, -4.5537, 1.4421], [-0.5693, -5.4629, -0.0645], [-1.9153, -2.7297, 0.4175], [-2.7304, -4.2830, 0.5484], [-2.1242, -3.7489, -1.0158], [0.1083, -2.2244, -3.1470]], "forces_ev_per_angstrom": [[0.08, -0.27, -0.14], [0.48, 0.23, -0.03], [0.14, -0.18, -0.15], [-0.19, 0.25, 0.29], [0.15, 0.13, 0.10], [0.12, -0.12, -0.25], [-0.14, -0.04, 0.02], [-0.11, -0.05, 0.01], [-0.08, -0.03, 0.02], [-0.04, -0.03, -0.01], [-0.05, -0.10, -0.06], [-0.15, -0.03, 0.03], [0.01, 0.08, -0.01], [-0.01, -0.11, -0.17], [0.17, 0.01, 0.05], [0.08, 0.04, 0.07], [-0.23, 0.04, 0.17], [-0.07, 0.01, -0.02], [-0.04, -0.02, 0.02], [0.07, -0.10, 0.02], [0.11, 0.25, -0.06], [0.24, -0.55, -0.39], [0.02, 0.23, 0.13], [-0.16, 0.20, 0.05], [-0.02, 0.03, 0.06], [-0.01, 0.02, -0.04], [0.02, 0.01, 0.00], [0.01, 0.00, 0.02], [-0.07, 0.17, 0.03], [0.06, -0.28, 0.08], [0.09, -0.06, -0.05], [-0.11, 0.32, -0.08], [0.13, -0.04, -0.08], [0.07, 0.03, 0.16], [-0.18, 0.06, 0.02], [0.10, -0.16, -0.11], [-0.10, 0.05, 0.09], [0.01, -0.01, -0.02], [0.00, -0.07, -0.01], [0.01, 0.01, -0.02], [-0.03, -0.01, 0.01], [0.01, -0.05, -0.01], [0.01, -0.01, 0.00], [0.00, 0.03, -0.02], [0.09, 0.01, 0.05], [-0.10, 0.19, -0.14], [-0.05, -0.02, -0.01], [0.03, 0.05, 0.00], [-0.10, -0.13, 0.00], [-0.03, 0.02, -0.02], [0.19, 0.07, 0.12], [-0.27, 0.25, 0.04], [-0.15, -0.05, 0.13], [-0.11, -0.21, 0.04], [0.10, 0.02, -0.04], [0.01, 0.07, 0.05], [-0.02, 0.00, -0.02], [-0.02, -0.03, 0.00], [-0.01, 0.00, 0.05], [0.03, 0.01, 0.02], [0.02, -0.02, 0.01], [0.00, -0.02, 0.02], [-0.04, 0.00, -0.02], [0.01, -0.07, -0.01], [0.01, 0.00, -0.02], [0.02, 0.01, 0.03], [-0.03, 0.01, 0.00]], "nbo_charge": [1.86, -0.01, 0.06, -0.59, 0.07, 0.01, -0.13, 0.05, -0.08, 0.06, -0.13, 0.05, -0.68, 0.51, -0.33, -0.03, -0.07, -0.14, -0.25, 0.45, -0.80, 0.54, -0.38, -0.38, 0.17, 0.24, 0.25, 0.23, -0.75, 0.08, -0.10, -0.05, -0.19, 0.07, -0.54, 0.10, -0.22, 0.42, 0.40, 0.21, 0.23, 0.22, 0.26, -0.62, -0.38, -0.27, -0.36, -0.62, 0.73, -0.56, -0.65, 0.84, -0.73, -0.80, 0.73, -0.60, 0.22, 0.21, 0.21, 0.23, 0.22, 0.23, 0.22, 0.20, 0.23, 0.21, 0.43], "energy_ev": -130172.17341, "homo_lumo_gap_ev": 7.7426, "relative_energy_kj_mol": 0.0, "lumo_ev": -1.29, "spin_multiplicity": 1, "charge": 0}


2.
{"formula": "C27H21InN2S2Si", "method": "ωB97M-V/def2-TZVPD", "symbols": ["In", "S", "C", "N", "C", "C", "C", "C", "C", "C", "S", "H", "H", "H", "H", "C", "C", "C", "C", "C", "C", "C", "C", "N", "H", "H", "H", "H", "H", "H", "C", "C", "C", "C", "C", "C", "Si", "C", "C", "C", "C", "C", "C", "H", "H", "H", "H", "H", "H", "H", "H", "H", "H", "H"], "positions_angstrom": [[0.3430, -1.1051, -1.0325], [0.5019, 0.7602, 0.7228], [0.5976, -0.6776, 1.6655], [0.9239, -1.8271, 1.1204], [0.8592, -2.8779, 2.0315], [1.1508, -4.2108, 1.7595], [1.0580, -5.1334, 2.7849], [0.6844, -4.7404, 4.0733], [0.4004, -3.4160, 4.3554], [0.4905, -2.4902, 3.3223], [0.2074, -0.7724, 3.3558], [1.4437, -4.5040, 0.7591], [1.2795, -6.1741, 2.5878], [0.6189, -5.4781, 4.8620], [0.1115, -3.1115, 5.3534], [1.8936, -1.5351, -2.4870], [3.2373, -1.0194, -2.1080], [3.7922, 0.0893, -2.7492], [5.0466, 0.5634, -2.4088], [5.7786, -0.0624, -1.4057], [5.2336, -1.1593, -0.7420], [3.9808, -1.6247, -1.0907], [7.0957, 0.4152, -1.0591], [8.1455, 0.7944, -0.7836], [1.8516, -2.6263, -2.5050], [1.5278, -1.1486, -3.4368], [3.2262, 0.5819, -3.5310], [5.4696, 1.4154, -2.9242], [5.7991, -1.6386, 0.0458], [3.5594, -2.4724, -0.5623], [-1.3918, -1.4945, -6.1170], [-1.5742, -0.3749, -5.3128], [-1.8327, -0.5294, -3.9587], [-1.9301, -1.7994, -3.3761], [-1.7593, -2.9108, -4.2053], [-1.4879, -2.7616, -5.5621], [-2.0366, -1.9860, -1.4982], [-3.4841, -1.1112, -0.7282], [-4.5844, -1.8494, -0.2849], [-5.6875, -1.2161, 0.2746], [-5.7047, 0.1663, 0.3988], [-4.6151, 0.9144, -0.0277], [-3.5125, 0.2784, -0.5792], [-1.1757, -1.3770, -7.1712], [-1.5115, 0.6173, -5.7425], [-1.9649, 0.3576, -3.3457], [-1.8373, -3.9092, -3.7870], [-1.3528, -3.6375, -6.1852], [-2.1657, -3.4360, -1.2106], [-4.5827, -2.9300, -0.3794], [-6.5328, -1.8018, 0.6138], [-6.5635, 0.6607, 0.8358], [-4.6213, 1.9921, 0.0788], [-2.6566, 0.8734, -0.8788]], "forces_ev_per_angstrom": [[-0.30, -0.18, 0.33], [0.02, -0.12, -0.14], [0.06, 0.06, 0.20], [-0.22, -0.07, -0.12], [0.10, 0.07, -0.10], [-0.02, -0.04, -0.02], [-0.01, 0.03, -0.02], [0.00, 0.04, -0.02], [-0.01, -0.01, 0.01], [0.03, 0.03, 0.02], [0.01, 0.06, 0.01], [-0.01, -0.02, 0.01], [0.00, 0.01, 0.01], [0.00, 0.00, -0.02], [0.02, 0.00, -0.03], [0.01, 0.18, 0.36], [-0.02, -0.07, -0.13], [-0.02, 0.02, 0.01], [-0.04, 0.07, -0.07], [0.20, 0.04, 0.06], [-0.01, -0.04, 0.05], [-0.02, -0.01, 0.01], [-0.21, -0.06, -0.04], [-0.01, -0.01, -0.01], [0.14, 0.00, -0.13], [0.12, -0.05, -0.08], [0.04, 0.00, -0.02], [-0.02, 0.01, 0.00], [-0.01, -0.02, 0.00], [0.03, -0.02, 0.01], [0.00, 0.01, 0.03], [-0.02, -0.03, 0.02], [-0.04, -0.08, -0.02], [-0.05, -0.05, -0.05], [-0.01, 0.06, -0.01], [-0.02, -0.01, 0.06], [0.37, 0.09, -0.32], [-0.07, 0.08, 0.12], [-0.08, 0.10, 0.00], [0.05, -0.01, -0.02], [0.01, -0.02, 0.00], [0.01, -0.01, -0.01], [-0.05, -0.04, 0.04], [-0.01, 0.00, 0.01], [0.01, -0.01, 0.01], [0.01, 0.01, 0.00], [0.02, 0.02, -0.01], [-0.01, 0.02, 0.01], [0.01, -0.03, 0.01], [0.00, 0.03, 0.01], [0.01, 0.01, 0.00], [0.02, -0.01, -0.01], [0.00, -0.02, 0.00], [0.01, 0.01, 0.00]], "nbo_charge": [1.09, -0.17, -0.09, -0.61, 0.19, -0.24, -0.20, -0.21, -0.19, -0.25, 0.44, 0.22, 0.22, 0.22, 0.22, -0.89, -0.01, -0.22, -0.15, -0.21, -0.15, -0.19, 0.29, -0.32, 0.24, 0.24, 0.21, 0.23, 0.22, 0.21, -0.22, -0.22, -0.16, -0.46, -0.21, -0.21, 0.82, -0.49, -0.19, -0.21, -0.20, -0.22, -0.13, 0.22, 0.21, 0.20, 0.21, 0.21, -0.15, 0.21, 0.21, 0.21, 0.21, 0.20], "energy_ev": -66043.00623, "homo_lumo_gap_ev": 8.1280, "relative_energy_kj_mol": 0.0, "lumo_ev": 0.00, "spin_multiplicity": 1, "charge": 0}


3.
{"formula": "C27H22ClMnN7O6", "method": "ωB97M-V/def2-TZVPD", "symbols": ["Mn", "O", "C", "O", "C", "C", "Cl", "N", "N", "C", "C", "O", "O", "C", "C", "C", "C", "C", "C", "H", "H", "H", "H", "H", "H", "C", "O", "C", "C", "C", "C", "C", "C", "N", "N", "C", "C", "C", "C", "O", "C", "N", "C", "C", "C", "C", "H", "H", "H", "H", "H", "H", "H", "H", "H", "H", "H", "H", "N", "N", "H", "H", "H", "H"], "positions_angstrom": [[0.1691, -0.4830, 0.2011], [3.8068, 3.8472, -0.3897], [4.5206, 2.7470, -0.3100], [5.7217, 2.7355, -0.2861], [3.7530, 1.4585, -0.2400], [4.3207, 0.1885, -0.2163], [5.9384, -0.2757, -0.2641], [3.3186, -0.7198, -0.1851], [2.1192, -0.0961, -0.1795], [2.3793, 1.2135, -0.2198], [1.1732, 2.1188, -0.1908], [1.3054, 3.3275, -0.3031], [0.0808, 1.4729, -0.0274], [3.4332, -2.1392, -0.2707], [2.9304, -2.7846, -1.3925], [3.0596, -4.1612, -1.4963], [3.7008, -4.8784, -0.4955], [4.2125, -4.2209, 0.6139], [4.0777, -2.8462, 0.7336], [2.8253, 3.7004, -0.3569], [2.4811, -2.2024, -2.1879], [2.6828, -4.6717, -2.3732], [3.8174, -5.9497, -0.5898], [4.7290, -4.7740, 1.3865], [4.4693, -2.3230, 1.5958], [-5.1789, 6.8050, 2.3600], [-6.0083, 6.0312, 3.2203], [-5.4952, 4.9563, 3.8164], [-4.1793, 4.5066, 3.6357], [-3.7475, 3.3737, 4.2832], [-4.6099, 2.6694, 5.1438], [-5.9071, 3.1624, 5.3703], [-6.3505, 4.2642, 4.6896], [-4.1973, 1.5713, 5.8600], [-3.2988, 0.7866, 5.5270], [-2.9229, 0.4464, 4.2690], [-3.8218, 0.4387, 3.1772], [-3.4290, 0.0794, 1.9169], [-2.0785, -0.2408, 1.6589], [-1.6114, -0.4722, 0.4951], [-1.1631, -0.3246, 2.7772], [0.1045, -0.6931, 2.4750], [0.9678, -0.8279, 3.4652], [0.6285, -0.6016, 4.8016], [-0.6465, -0.1973, 5.1152], [-1.5847, -0.0430, 4.0827], [-5.7972, 7.6260, 2.0131], [-4.8388, 6.2175, 1.5052], [-4.3172, 7.2032, 2.8991], [-3.4965, 5.0418, 2.9915], [-2.7258, 3.0395, 4.1552], [-6.5496, 2.6327, 6.0610], [-7.3584, 4.6349, 4.8196], [-4.8512, 0.7187, 3.3556], [-4.1295, 0.0800, 1.0926], [1.9707, -1.1347, 3.1926], [1.3751, -0.7418, 5.5701], [-0.9416, -0.0049, 6.1380], [-1.2864, -3.2141, 0.2608], [-0.0296, -2.7084, -0.1965], [-1.4430, -4.1523, -0.0852], [-2.0202, -2.6110, -0.0817], [0.1402, -2.9387, -1.1701], [0.6828, -3.1824, 0.3453]], "forces_ev_per_angstrom": [[1.45, -0.67, -0.26], [0.45, 0.24, 0.01], [-0.02, -0.05, 0.12], [0.02, -0.03, -0.04], [0.16, -0.01, -0.08], [-0.25, 0.18, -0.06], [-0.01, -0.08, -0.02], [0.18, 0.06, 0.10], [0.25, 0.13, -0.12], [-0.03, -0.09, 0.04], [0.18, -0.22, 0.07], [-0.29, -0.07, 0.05], [-0.21, -0.16, 0.06], [-0.04, -0.27, -0.04], [0.06, 0.10, -0.02], [-0.04, -0.02, -0.05], [0.01, -0.02, 0.01], [0.02, 0.00, 0.02], [-0.13, 0.10, 0.05], [-0.19, -0.03, -0.08], [-0.01, 0.00, 0.00], [0.01, 0.01, 0.00], [-0.01, 0.00, 0.01], [-0.02, -0.01, 0.00], [0.04, 0.01, -0.01], [0.09, 0.07, -0.07], [-0.10, 0.06, 0.01], [0.10, -0.25, 0.13], [0.04, 0.13, -0.16], [-0.15, -0.14, 0.17], [0.27, 0.54, -0.68], [0.15, -0.18, 0.06], [-0.13, 0.13, -0.06], [-0.41, -0.36, 0.74], [0.20, -0.19, 0.02], [-0.12, 0.23, -0.28], [-0.05, -0.15, 0.03], [-0.05, -0.01, -0.04], [0.15, 0.00, 0.17], [-1.84, 0.19, 0.14], [0.04, 0.02, 0.14], [-0.13, 0.10, -0.10], [0.00, -0.01, -0.13], [-0.01, -0.01, 0.08], [0.03, 0.00, 0.00], [0.13, 0.02, -0.18], [-0.01, -0.01, 0.00], [-0.03, -0.02, 0.01], [-0.03, -0.01, 0.02], [-0.01, 0.00, 0.03], [0.00, 0.05, 0.00], [0.00, 0.03, 0.02], [0.02, 0.01, 0.01], [0.01, 0.02, -0.01], [0.02, 0.02, -0.01], [0.02, 0.04, 0.01], [-0.01, 0.00, 0.01], [0.00, 0.00, 0.00], [-0.09, -0.09, 0.15], [0.02, 0.67, 0.16], [0.02, -0.06, -0.07], [-0.01, 0.09, -0.01], [0.10, -0.05, -0.11], [0.19, 0.03, 0.00]], "nbo_charge": [1.36, -0.66, 0.78, -0.56, -0.26, 0.19, 0.15, -0.20, -0.37, 0.09, 0.79, -0.61, -0.75, 0.17, -0.26, -0.20, -0.19, -0.19, -0.22, 0.50, 0.23, 0.23, 0.23, 0.24, 0.24, -0.26, -0.46, 0.37, -0.30, -0.18, 0.07, -0.17, -0.25, -0.06, -0.13, 0.09, -0.18, -0.25, 0.45, -0.63, 0.07, -0.51, 0.08, -0.24, -0.11, -0.01, 0.22, 0.19, 0.19, 0.24, 0.22, 0.24, 0.24, 0.24, 0.24, 0.21, 0.24, 0.25, -0.65, -0.69, 0.35, 0.37, 0.37, 0.39], "energy_ev": -94907.79650, "homo_lumo_gap_ev": [6.5827, 5.0300], "relative_energy_kj_mol": 123.3, "lumo_ev": [-3.76, -5.08], "spin_multiplicity": 5, "charge": 1}